The following is a DFT calculation (wB97M-V/def2-TZVPD) of a cluster of 2 separate species, C3H3Br2N in total at a distorted geometry.

Structure (XYZ):
```
9
Properties=species:S:1:pos:R:3:lowdin_spin:R:1
C 0.773 0.517 -1.023 0.03
C 0.567 1.744 1.059 1.26
C -0.901 -1.120 -0.411 0.26
N -0.086 -0.329 -0.942 0.03
Br -0.885 0.820 1.818 0.28
Br -0.358 -2.872 0.070 0.06
H 1.419 0.884 -1.718 -0.01
H 1.344 1.246 1.646 0.08
H -1.872 -0.889 -0.499 0.01
```

Output
⟨S²⟩	2.066
LUMO (alpha / beta)	0.16 / -1.50	eV
highest occupied orbital energy (alpha / beta)	-0.2376 / -0.3158	Ha
energy relative to the best compared isomer or geometry (same formula, charge and spin)	73.37	kcal/mol
spin multiplicity	3

---

The following is a DFT calculation (wB97M-V/def2-TZVPD) of an isolated molecule of C4H9NO at a distorted geometry.

Structure (XYZ):
```
15
Properties=species:S:1:pos:R:3:mulliken_charge:R:1
C -0.913 -1.740 -0.563 -0.96
C -1.019 -0.333 0.010 0.73
O -2.124 0.119 0.268 -0.65
N 0.112 0.417 0.231 0.06
C 1.461 -0.049 -0.044 -1.03
C 0.001 1.828 0.601 -1.08
H -1.323 -2.444 0.152 0.26
H -1.572 -1.710 -1.426 0.26
H 0.083 -2.032 -0.875 0.32
H 2.092 0.785 -0.352 0.35
H 1.485 -0.683 -0.933 0.40
H 1.891 -0.603 0.790 0.27
H -1.022 2.031 0.909 0.34
H 0.562 2.025 1.514 0.35
H 0.286 2.390 -0.282 0.37
```

Output
LUMO	0.86	eV
highest occupied orbital energy	-0.3370	Ha
energy relative to the best compared isomer or geometry (same formula, charge and spin)	18.26	kcal/mol
SMILES	CC(=O)N(C)C

---

The following is a DFT calculation (wB97M-V/def2-TZVPD) of a cluster of 2 separate species, C5H12N2O in total at a distorted geometry.

Structure (XYZ):
```
20
Properties=species:S:1:pos:R:3:mulliken_charge:R:1
C 0.449 0.919 1.369 -0.20
N 1.088 1.895 0.634 -0.57
C -2.917 0.356 -0.567 -0.74
C -2.081 -0.775 -0.596 0.26
O -1.919 -1.531 0.366 -0.60
C 0.622 -0.530 0.823 -0.76
N 0.750 -0.576 -0.629 -0.24
C 2.127 -0.821 -1.106 -0.99
H -0.645 1.140 1.435 0.23
H 0.757 0.895 2.428 0.40
H 0.664 2.795 0.825 0.24
H -3.496 0.597 0.290 0.33
H -3.062 0.932 -1.458 0.28
H -1.586 -0.998 -1.545 0.30
H -0.306 -1.054 1.086 0.30
H 1.520 -0.972 1.251 0.46
H 0.608 0.395 -0.856 0.29
H 2.134 -0.788 -2.205 0.31
H 2.437 -1.796 -0.804 0.36
H 2.854 -0.082 -0.741 0.33
```

Output
LUMO	-3.54	eV
highest occupied orbital energy	-0.2695	Ha
energy relative to the best compared isomer or geometry (same formula, charge and spin)	192.63	kcal/mol